# 1
Density functional theory data (ωB97M-V/def2-TZVPD) for C17H19F4NO5 in the gas phase.

Cartesian coordinates (Å):
C -3.172 -1.819 -1.931
C -2.683 -0.703 -1.059
C -1.545 0.002 -1.407
C -1.062 1.034 -0.604
N 0.104 1.683 -1.014
C 0.797 2.674 -0.390
O 0.443 3.236 0.623
C 2.116 2.995 -1.082
C 3.117 1.852 -0.876
C 3.422 1.652 0.610
C 3.890 0.279 0.999
O 4.447 -0.001 2.022
O 3.563 -0.656 0.070
C 3.743 -2.009 0.424
C 2.474 -2.806 0.094
F 2.250 -3.748 1.045
F 2.623 -3.503 -1.062
C 1.185 -1.960 -0.051
F 1.046 -1.115 0.983
F 1.248 -1.216 -1.171
C -1.743 1.365 0.560
C -2.882 0.670 0.936
C -3.602 1.070 2.187
C -3.347 -0.373 0.129
C -4.576 -1.121 0.499
O -5.542 -1.273 -0.205
O -4.514 -1.647 1.733
H -3.187 -2.759 -1.380
H -2.534 -1.935 -2.803
H -4.189 -1.618 -2.259
H -1.020 -0.253 -2.317
H 0.514 1.299 -1.855
H 2.506 3.916 -0.646
H 1.949 3.155 -2.148
H 2.708 0.931 -1.289
H 4.040 2.076 -1.414
H 4.152 2.378 0.972
H 2.509 1.811 1.195
H 4.580 -2.434 -0.140
H 3.948 -2.082 1.500
H 0.297 -2.608 -0.108
H -1.380 2.171 1.174
H -4.670 1.170 2.004
H -3.463 0.315 2.959
H -3.219 2.017 2.557
H -5.340 -2.114 1.936

## Properties
Molar mass: 393.3 u
SMILES: Cc1cc(NC(=O)CCCC(=O)OCC(F)(F)C(F)F)cc(C)c1C(=O)O
Largest force on an atom: 0.69 eV/Å
Spin multiplicity: 1
Energy: -1489.70304 a.u.
Gap between HOMO and LUMO: 9.231 eV
Energy relative to the best compared isomer or geometry (same formula, charge and spin): 6.7 kcal/mol
Lowest unoccupied orbital energy: 0.550 eV
Highest occupied orbital energy: -8.68 eV

The net atomic charges from Mulliken, expressed in e, are: C -2.0021; C 0.6325; C -0.5904; C 0.4729; N -0.0221; C 0.4887; O -0.6253; C -1.1433; C -0.2442; C -0.3435; C 0.4082; O -0.6078; O -0.2341; C -0.9501; C 1.1889; F -0.3233; F -0.3084; C 0.0449; F -0.3048; F -0.2699; C -0.8178; C 0.9998; C -1.8642; C 0.9731; C -0.2979; O -0.5520; O -0.4422; H 0.3843; H 0.3773; H 0.4041; H 0.3103; H 0.2619; H 0.3405; H 0.3940; H 0.2349; H 0.3764; H 0.4159; H 0.1815; H 0.3119; H 0.4468; H 0.2647; H 0.6084; H 0.3679; H 0.3011; H 0.4151; H 0.3374

# 2
Density functional theory data (ωB97M-V/def2-TZVPD) for a gas-phase ion, C11H19N2 (charge +1).

Cartesian coordinates (Å):
C 0.039 2.536 0.838
C 1.062 1.395 0.945
C 0.761 0.296 -0.100
N 1.354 0.640 -1.554
C -0.774 0.103 -0.115
C -1.343 -0.337 1.061
C -2.783 -0.544 1.153
C -3.441 -0.487 0.013
C -2.925 -0.146 -1.256
C -1.558 0.090 -1.263
N 1.452 -0.988 0.264
C 2.873 -0.827 0.048
C 0.821 -2.133 -0.556
H 0.202 3.241 1.727
H -0.962 2.055 0.727
H 0.163 3.240 0.064
H 1.037 0.827 1.929
H 2.114 1.632 0.977
H 1.400 1.625 -1.605
H 0.726 0.314 -2.221
H -0.689 -0.746 1.881
H -3.245 -0.732 2.137
H -4.531 -0.739 0.070
H -3.611 -0.183 -2.153
H -0.887 0.445 -2.077
H 1.159 -1.320 1.186
H 3.338 -0.050 0.622
H 3.417 -1.712 0.414
H 2.856 -0.629 -1.008
H -0.294 -1.855 -0.607
H 1.222 -1.917 -1.515
H 1.049 -3.095 -0.024

## Properties
Molar mass: 179.3 u
SMILES: CC[C@](N)(c1ccccc1)[NH+](C)C
Largest force on an atom: 5.03 eV/Å
Spin multiplicity: 1
Energy: -539.73085 a.u.
Gap between HOMO and LUMO: 10.095 eV
Energy relative to the best compared isomer or geometry (same formula, charge and spin): 62.8 kcal/mol
Lowest unoccupied orbital energy: -2.804 eV
Highest occupied orbital energy: -12.90 eV
Total charge: +1

The net atomic charges from Mulliken, expressed in e, are: C -1.0257; C -0.6493; C 1.0141; N -0.6188; C -1.1497; C 0.2013; C -0.9352; C -0.1683; C -1.0866; C 0.3461; N -0.1407; C -0.8631; C -0.7534; H 0.3675; H 0.3332; H 0.3843; H 0.3408; H 0.5330; H 0.3278; H 0.2303; H 0.2015; H 0.4155; H 0.3167; H 0.3689; H 0.2302; H 0.5064; H 0.3254; H 0.3729; H 0.4176; H 0.3992; H 0.4052; H 0.3530

# 3
Density functional theory data (ωB97M-V/def2-TZVPD) for a molecular structure, C52H49AsN4OSW.

Cartesian coordinates (Å):
W 0.135 -0.285 -0.725
C 1.663 -3.805 0.981
C 2.362 -4.351 -0.273
C 3.002 -3.397 -1.272
C 4.328 -3.646 -1.621
C 4.934 -2.999 -2.681
C 4.202 -2.111 -3.453
C 2.887 -1.804 -3.127
C 2.071 -0.863 -3.976
C 2.763 -0.310 -5.213
C 2.320 -2.406 -1.996
N 0.958 -2.079 -1.605
C 0.099 -3.075 -1.755
C -1.112 -3.019 -1.084
C -2.192 -3.894 -0.896
C -3.005 -3.300 0.061
C -2.391 -2.089 0.420
N -1.248 -1.913 -0.261
H 0.747 -4.359 1.190
H 1.391 -2.756 0.887
H 2.306 -3.917 1.855
H 1.663 -4.982 -0.827
H 3.147 -5.036 0.043
H 4.879 -4.397 -1.069
H 5.961 -3.221 -2.936
H 4.658 -1.657 -4.320
H 1.757 -0.032 -3.347
H 1.144 -1.368 -4.272
H 2.090 0.368 -5.737
H 3.663 0.250 -4.952
H 3.044 -1.099 -5.910
H 0.382 -3.919 -2.377
H -2.343 -4.838 -1.392
H -3.919 -3.691 0.473
H -2.726 -1.377 1.160
C -1.062 6.693 -0.689
C -1.807 6.043 0.284
C -1.688 4.675 0.456
C -0.820 3.956 -0.360
C -0.079 4.597 -1.350
C -0.198 5.968 -1.501
N -0.779 2.546 -0.211
N 0.291 1.769 -0.292
C 1.659 1.960 -0.444
C 2.493 3.044 -0.202
C 3.854 2.811 -0.336
C 4.329 1.549 -0.687
C 3.464 0.481 -0.917
C 2.091 0.663 -0.809
H -1.154 7.762 -0.818
H -2.478 6.606 0.919
H -2.248 4.163 1.227
H 0.571 4.031 -2.003
H 0.376 6.471 -2.267
H 2.113 4.014 0.084
H 4.555 3.616 -0.161
H 5.397 1.398 -0.779
H 3.884 -0.480 -1.188
C 3.032 -0.850 2.314
S 1.586 0.191 2.278
O 0.586 -0.558 1.332
C 0.959 -0.135 3.901
C 0.978 0.902 4.820
C 0.545 0.653 6.116
C 0.085 -0.609 6.461
C 0.047 -1.633 5.518
C 0.493 -1.406 4.228
H 2.761 -1.833 2.685
H 3.737 -0.362 2.987
H 3.436 -0.896 1.307
H 1.336 1.883 4.536
H 0.567 1.446 6.851
H -0.251 -0.800 7.471
H -0.320 -2.612 5.795
H 0.470 -2.193 3.483
C -5.571 2.304 -3.009
C -5.777 1.374 -1.998
C -4.752 1.076 -1.115
C -3.521 1.712 -1.259
C -3.301 2.628 -2.282
C -4.339 2.930 -3.150
As -2.107 1.193 -0.094
C -2.823 1.391 1.684
C -3.898 2.239 1.944
C -4.352 2.382 3.246
C -3.743 1.679 4.278
C -2.683 0.823 4.014
C -2.223 0.676 2.713
C -0.703 0.369 -2.546
C -0.179 1.405 -3.337
C -0.662 1.675 -4.604
C -1.703 0.911 -5.126
C -2.263 -0.104 -4.363
C -1.786 -0.351 -3.084
H -6.375 2.542 -3.692
H -6.736 0.886 -1.894
H -4.913 0.353 -0.322
H -2.336 3.102 -2.411
H -4.182 3.651 -3.940
H -4.373 2.788 1.141
H -5.185 3.039 3.455
H -4.105 1.792 5.291
H -2.218 0.261 4.813
H -1.422 -0.017 2.496
H 0.656 1.994 -2.967
H -0.227 2.472 -5.193
H -2.078 1.114 -6.120
H -3.082 -0.692 -4.757
H -2.268 -1.129 -2.497

## Properties
Molar mass: 1036.8 u
Largest force on an atom: 0.93 eV/Å
Spin multiplicity: 3
Energy: -5005.67450 a.u.
Gap between HOMO and LUMO (spin up / spin down): 5.887 / 6.333 eV
Expectation value of S²: 2.020
Energy relative to the best compared isomer or geometry (same formula, charge and spin): 45.6 kcal/mol
Lowest unoccupied orbital energy (spin up / spin down): -6.635 / -6.809 eV
Highest occupied orbital energy (spin up / spin down): -12.52 / -13.14 eV
Total charge: +2

Atomic partial charges in e from the Mulliken method, atoms 1 to 99: W 0.2880; C -0.2111; C -1.4540; C 0.7404; C -1.1284; C -1.3712; C -0.4032; C 0.8831; C 1.0850; C -1.9949; C -1.1109; N 1.4435; C -0.4824; C -0.4158; C -1.0200; C -1.3374; C -0.4906; N 0.8375; H 0.4097; H -0.6447; H 0.6395; H 0.3675; H 0.5401; H 0.4257; H 0.4341; H 0.4494; H -0.7332; H 0.3641; H 0.4356; H 0.3947; H 0.4431; H 0.9873; H 0.6251; H 0.5256; H 0.4223; C -0.6894; C -0.7855; C -0.2208; C -0.0271; C 0.3728; C -1.0492; N 0.2597; N 0.3412; C 0.8746; C -0.6568; C -1.1344; C -1.0693; C 0.0629; C 0.0470; H 0.4219; H 0.4691; H 0.5010; H 0.4918; H 0.4775; H 0.6728; H 0.4865; H 0.5473; H 0.2702; C -0.7676; S 0.4479; O -0.5528; C 0.6354; C -0.4172; C -0.7015; C -0.5554; C -0.8577; C -0.0288; H 0.3441; H 0.5239; H 0.0798; H 0.5023; H 0.4372; H 0.4218; H 0.4541; H 0.1086; C -0.6378; C -0.8324; C -0.7113; C 0.6667; C -0.6731; C -0.8551; As 1.8821; C 0.8167; C -0.9386; C -0.7652; C -0.7992; C -1.0746; C 0.0416; C 1.9726; C -0.0161; C -0.9174; C -0.9722; C -0.9620; C -0.1957; H 0.4323; H 0.4535; H 0.4447; H 0.3367; H 0.4860

# 4
Density functional theory data (ωB97M-V/def2-TZVPD) for C7H17OP in the gas phase.

Cartesian coordinates (Å):
C -2.384 1.455 -0.487
C -2.582 0.332 0.594
C -1.295 0.265 1.490
C -0.213 -0.485 0.684
C -0.422 -2.054 0.714
P 1.530 -0.098 1.243
O 2.467 -0.792 0.006
C 3.038 0.202 -0.827
C 2.192 0.527 -2.088
H -2.630 1.016 -1.461
H -2.987 2.334 -0.244
H -1.334 1.784 -0.526
H -2.715 -0.644 0.111
H -3.459 0.578 1.205
H -1.006 1.306 1.688
H -1.569 -0.248 2.424
H -0.273 -0.185 -0.371
H 0.001 -2.440 -0.222
H 0.174 -2.446 1.547
H -1.482 -2.314 0.821
H 1.667 -0.937 2.395
H 4.002 -0.189 -1.179
H 3.235 1.151 -0.308
H 1.131 0.677 -1.854
H 2.315 -0.255 -2.846
H 2.599 1.460 -2.506

## Properties
Molar mass: 148.2 u
SMILES: CCC[C@H](C)POCC
Largest force on an atom: 1.72 eV/Å
Spin multiplicity: 1
Energy: -693.47137 a.u.
Gap between HOMO and LUMO: 9.550 eV
Energy relative to the best compared isomer or geometry (same formula, charge and spin): 0.0 kcal/mol
Lowest unoccupied orbital energy: 1.070 eV
Highest occupied orbital energy: -8.48 eV

The net atomic charges from Mulliken, expressed in e, are: C -1.0886; C -0.4202; C -1.0425; C 0.5866; C -1.4058; P -0.0181; O -0.3443; C -0.4206; C -0.7647; H 0.2966; H 0.3278; H 0.2925; H 0.2308; H 0.3854; H 0.4710; H 0.3800; H -0.0239; H 0.3315; H 0.3539; H 0.4120; H 0.0200; H 0.2992; H 0.4023; H 0.1614; H 0.2439; H 0.3337

Repeat the fourth record exactly.
Density functional theory data (ωB97M-V/def2-TZVPD) for C7H17OP in the gas phase.

Cartesian coordinates (Å):
C -2.384 1.455 -0.487
C -2.582 0.332 0.594
C -1.295 0.265 1.490
C -0.213 -0.485 0.684
C -0.422 -2.054 0.714
P 1.530 -0.098 1.243
O 2.467 -0.792 0.006
C 3.038 0.202 -0.827
C 2.192 0.527 -2.088
H -2.630 1.016 -1.461
H -2.987 2.334 -0.244
H -1.334 1.784 -0.526
H -2.715 -0.644 0.111
H -3.459 0.578 1.205
H -1.006 1.306 1.688
H -1.569 -0.248 2.424
H -0.273 -0.185 -0.371
H 0.001 -2.440 -0.222
H 0.174 -2.446 1.547
H -1.482 -2.314 0.821
H 1.667 -0.937 2.395
H 4.002 -0.189 -1.179
H 3.235 1.151 -0.308
H 1.131 0.677 -1.854
H 2.315 -0.255 -2.846
H 2.599 1.460 -2.506

## Properties
Molar mass: 148.2 u
SMILES: CCC[C@H](C)POCC
Largest force on an atom: 1.72 eV/Å
Spin multiplicity: 1
Energy: -693.47137 a.u.
Gap between HOMO and LUMO: 9.550 eV
Energy relative to the best compared isomer or geometry (same formula, charge and spin): 0.0 kcal/mol
Lowest unoccupied orbital energy: 1.070 eV
Highest occupied orbital energy: -8.48 eV

The net atomic charges from Mulliken, expressed in e, are: C -1.0886; C -0.4202; C -1.0425; C 0.5866; C -1.4058; P -0.0181; O -0.3443; C -0.4206; C -0.7647; H 0.2966; H 0.3278; H 0.2925; H 0.2308; H 0.3854; H 0.4710; H 0.3800; H -0.0239; H 0.3315; H 0.3539; H 0.4120; H 0.0200; H 0.2992; H 0.4023; H 0.1614; H 0.2439; H 0.3337

Among the records above, which one has the highest largest force on an atom?
C11H19N2

Look up the energy relative to the best compared isomer or geometry (same formula, charge and spin) of the third one.
45.6 kcal/mol